Molecular formula: C16H21LiN2O2PS2
Method: DFT, wB97M-V/def2-TZVPD

Multiplicity ... 2
HOMO (alpha / beta) ... 0.9 / -1.0 eV
LUMO level (alpha / beta) ... 4.74 / 4.74 eV
Net charge ... -2

Geometry (Å):
Li 0.01 -0.73 -0.05
C -5.54 -0.02 2.15
C -4.68 1.09 1.92
O -4.30 1.28 0.50
P -2.78 0.72 0.04
S -2.10 1.98 -1.26
S -1.63 -0.19 1.42
O -3.54 -0.56 -0.75
C -2.70 -1.65 -1.20
C -2.95 -2.92 -0.53
H -5.72 -0.04 3.24
H -5.03 -0.85 2.54
H -6.27 0.07 1.13
H -3.66 1.14 2.52
H -5.17 2.09 2.30
H -1.67 -1.45 -1.12
H -3.10 -1.84 -2.16
H -2.51 -2.81 0.31
H -2.58 -3.99 -1.09
H -3.95 -3.04 -0.51
C 2.24 1.11 1.45
N 1.82 -0.07 0.84
C 2.76 -0.90 0.18
C 2.24 -2.09 -0.53
C 3.07 -2.91 -1.09
C 1.95 -4.00 -1.72
C 0.82 -3.35 -1.55
N 0.82 -2.21 -0.85
C 2.94 2.12 0.51
C 2.02 2.73 -0.50
C 2.62 3.58 -1.35
C 4.16 3.99 -1.34
C 4.89 3.43 -0.30
C 4.31 2.53 0.53
H 3.50 1.79 2.41
H 1.45 1.64 1.99
H 3.55 -1.22 0.74
H 4.35 -2.99 -1.04
H 2.37 -5.07 -2.08
H 0.04 -3.69 -2.01
H 0.87 2.60 -0.60
H 2.13 4.32 -2.03
H 4.25 4.63 -2.17
H 5.80 3.85 -0.24
H 4.92 1.91 1.32

Molecular formula: C19H16N2
Method: DFT, wB97M-V/def2-TZVPD

SMILES ... c1ccc2c3ccn4cc5c(cc4c-3nc2c1)CCCC5
Multiplicity ... 1
HOMO ... -6.6 eV
LUMO level ... -0.12 eV

Geometry (Å):
C -5.85 0.72 -0.52
C -5.44 1.57 -1.64
C -4.15 1.94 -1.85
C -3.26 1.28 -1.05
C -1.77 1.28 -1.15
C -0.91 1.90 -1.98
C 0.42 1.65 -1.85
N 0.87 0.88 -0.86
C 2.15 0.51 -0.81
C 2.81 -0.29 0.17
C 1.87 -0.70 1.15
C 0.49 -0.33 1.09
C 0.03 0.42 0.05
C -1.31 0.61 -0.07
N -2.38 0.13 0.76
C -3.60 0.48 0.08
C -4.89 0.24 0.37
C 2.26 -1.56 2.32
C 3.77 -2.06 2.35
C 4.29 -2.19 0.93
C 4.20 -0.90 0.01
H -6.84 0.47 -0.23
H -6.21 1.99 -2.28
H -3.96 2.64 -2.66
H -1.35 2.43 -2.76
H 1.08 1.92 -2.67
H 2.81 0.84 -1.59
H -0.21 -0.66 1.82
H -5.09 -0.34 1.20
H 1.65 -2.45 2.21
H 1.97 -1.08 3.24
H 4.48 -1.39 2.90
H 3.86 -2.93 2.84
H 5.32 -2.52 0.90
H 3.69 -3.02 0.45
H 4.19 -1.34 -0.99
H 5.00 -0.14 0.12

Molecular formula: C38H50KN4O
Method: DFT, wB97M-V/def2-TZVPD

Multiplicity ... 1
HOMO ... -3.4 eV
LUMO level ... 2.42 eV
Net charge ... -1

Geometry (Å):
K -0.07 0.08 -1.09
C -6.18 1.34 1.08
C -5.73 1.40 -0.39
C -4.27 1.67 -0.52
C -3.65 2.87 -0.71
C -4.26 4.23 -0.82
C -4.18 5.02 0.49
C -2.21 2.59 -0.70
N -2.00 1.28 -0.52
C -3.20 0.68 -0.38
C -3.39 -0.68 -0.08
C -2.43 -1.66 0.23
C -2.74 -3.06 0.51
C -4.09 -3.70 0.41
C -4.43 -4.04 -1.05
C -1.55 -3.67 0.79
C -0.53 -2.62 0.68
C 0.85 -2.81 0.86
C 1.87 -1.87 0.67
N 1.66 -0.59 0.32
C 2.86 0.01 0.20
C 3.06 1.36 -0.15
C 2.11 2.35 -0.43
N 0.78 2.17 -0.48
C 0.19 3.35 -0.74
C -1.19 3.55 -0.84
C 1.22 4.39 -0.88
C 2.42 3.76 -0.69
C 3.79 4.37 -0.73
C 4.32 4.68 0.68
C 0.98 5.83 -1.17
C 0.70 6.09 -2.66
C 3.93 -0.95 0.47
C 3.31 -2.13 0.77
C 3.93 -3.45 1.12
C 3.94 -3.72 2.63
C 5.40 -0.66 0.45
C 5.87 0.04 1.73
N -1.10 -1.45 0.35
C -1.32 -5.11 1.13
C -1.16 -5.35 2.64
H -7.24 1.12 1.17
H -5.98 2.29 1.57
H -5.62 0.56 1.60
H -6.30 2.18 -0.90
H -5.98 0.46 -0.88
H -5.31 4.14 -1.12
H -3.75 4.80 -1.61
H -4.73 4.50 1.28
H -4.60 6.02 0.38
H -3.14 5.10 0.82
H -4.42 -1.02 -0.05
H -4.85 -3.03 0.81
H -4.12 -4.61 1.01
H -4.41 -3.13 -1.66
H -5.42 -4.50 -1.14
H -3.69 -4.72 -1.46
H 1.16 -3.81 1.16
H 4.09 1.69 -0.19
H -1.51 4.57 -1.01
H 3.77 5.29 -1.31
H 4.48 3.69 -1.23
H 3.65 5.37 1.19
H 5.32 5.14 0.63
H 4.39 3.77 1.27
H 1.84 6.42 -0.86
H 0.12 6.19 -0.59
H 1.57 5.81 -3.26
H 0.48 7.14 -2.85
H -0.15 5.49 -3.00
H 4.96 -3.48 0.75
H 3.39 -4.25 0.62
H 4.49 -2.94 3.16
H 4.41 -4.69 2.84
H 2.93 -3.74 3.02
H 5.62 -0.02 -0.41
H 5.96 -1.58 0.32
H 5.32 0.96 1.89
H 6.94 0.28 1.68
H 5.71 -0.61 2.60
H -0.42 -5.47 0.62
H -2.15 -5.71 0.75
H -0.32 -4.79 3.03
H -1.00 -6.41 2.85
H -2.06 -5.02 3.17
C 1.47 -4.82 -2.09
C 1.73 -3.38 -2.53
O 0.61 -2.54 -2.34
H 2.34 -5.45 -2.29
H 0.61 -5.23 -2.61
H 1.27 -4.85 -1.02
H 1.95 -3.37 -3.60
H 2.61 -2.98 -2.00
H 0.45 -2.47 -1.38

Molecular formula: C11H22N3
Method: DFT, wB97M-V/def2-TZVPD

Multiplicity ... 1
HOMO (alpha / beta) ... -12.5 / -12.5 eV
Energy above the lowest of the compared OMol25 structures with the same formula, charge and spin ... 3.4076 eV
LUMO level (alpha / beta) ... -3.83 / -3.83 eV
Net charge ... +1

Geometry (Å):
C -0.11 -0.16 -1.00
C -0.91 -0.01 0.27
C 0.92 -0.69 1.60
C -0.87 -1.19 -1.89
C -2.31 0.40 0.07
C 2.80 1.47 -2.09
C 0.89 1.43 -3.55
C -0.80 0.91 3.39
C -0.73 -1.71 3.43
C 1.62 0.57 -2.48
C -1.20 -0.40 2.71
N 0.81 0.63 -1.30
N -0.51 -0.50 1.41
N 1.46 -1.59 0.88
H -1.60 -0.67 -2.65
H -0.12 -1.73 -2.40
H -1.39 -1.95 -1.35
H -2.77 0.74 0.89
H -2.20 1.12 -0.78
H -2.96 -0.43 -0.34
H 3.33 0.97 -1.40
H 2.48 2.49 -1.76
H 3.37 1.60 -2.95
H -0.14 0.92 -3.90
H 1.41 1.71 -4.35
H 0.57 2.46 -3.17
H -1.04 0.92 4.55
H -1.43 1.83 3.00
H 0.32 1.19 3.40
H -1.13 -1.73 4.36
H 0.27 -1.55 3.71
H -0.88 -2.68 2.89
H 1.79 -0.35 -2.96
H -2.27 -0.24 2.50
H 0.89 -2.27 0.37
H 2.44 -1.51 0.90

Question: Which of these has the highest multiplicity?
Answer: C16H21LiN2O2PS2